DFT (ωB97M-V with the def2-TZVPD basis set) results for a gas-phase ion, C2H6ClOP2 (charge +1).

Positions of all 12 atoms, in Å:
C: 1.7531 -0.9320 0.2582
C: 0.9508 0.1262 0.5690
P: 0.0920 0.9075 -0.7477
P: -2.1266 0.4231 -0.6532
O: -2.3521 0.6317 0.9274
Cl: -2.0243 -1.5680 -0.9551
H: 2.5758 -0.7907 -0.4377
H: 1.5667 -1.9214 0.6646
H: 0.7963 0.4889 1.5830
H: 0.6163 0.4231 -1.9502
H: 0.1469 2.3117 -0.7199
H: -1.9950 -0.1002 1.4615

Values from the calculation:
HOMO-LUMO gap: 8.55 eV
HOMO: -13.87 eV
charge: +1
lowest unoccupied orbital energy: -5.320 eV

DFT (ωB97M-V with the def2-TZVPD basis set) results for 2 unconnected molecules or ions with the total composition C5H17N2O.

Positions of all 25 atoms, in Å:
C: 1.9963 -0.3632 -1.2219
C: 1.2290 -0.6442 0.0641
C: -0.2513 -0.1313 -0.0884
C: -1.1758 -1.0264 0.7690
C: -2.4053 -1.4591 -0.0934
N: -2.9116 -0.3306 -0.8230
N: 1.8455 0.1866 1.1872
H: 2.2402 0.7026 -1.3130
H: 2.9571 -0.8733 -1.2824
H: 1.3684 -0.4387 -2.1108
H: 1.2221 -1.7011 0.2834
H: -0.3565 0.9421 0.0845
H: -0.4620 -0.2176 -1.1501
H: -0.6866 -1.9342 1.1173
H: -1.6000 -0.5160 1.6425
H: -3.1136 -1.9895 0.5391
H: -2.0198 -2.2021 -0.8152
H: -3.2152 0.4313 -0.2191
H: -3.6923 -0.4709 -1.4526
H: 1.8918 1.1655 0.8714
H: 1.2269 0.0723 1.9890
H: 2.7363 -0.1095 1.5803
H: 1.7615 3.5165 0.6260
H: 0.5829 3.4129 -0.3392
O: 1.2802 2.8733 0.0683

Values from the calculation:
energy above the lowest of the compared OMol25 structures with the same formula, charge and spin: 79.81 kJ/mol
HOMO-LUMO gap: 9.04 eV
HOMO: -12.19 eV
charge: +1
lowest unoccupied orbital energy: -3.157 eV

DFT (ωB97M-V with the def2-TZVPD basis set) results for a molecular structure, C8H10Cr2N8O18.

Positions of all 46 atoms, in Å:
Cr: 1.6110 2.1703 -2.0700
Cr: -0.0598 -1.8039 1.9156
N: -2.3530 -0.7473 2.6071
O: -1.4385 -1.0060 3.4425
O: -2.0087 -1.0907 1.4211
O: -3.3870 -0.2438 2.8723
N: 0.8661 4.4197 -1.0853
O: 0.5339 4.0981 -2.2566
O: 0.4637 5.3509 -0.4804
O: 1.6778 3.5488 -0.5712
N: 4.1069 2.0622 -2.5593
O: 3.6530 1.4566 -1.5498
O: 3.1954 2.7569 -3.1428
O: 5.2252 2.0323 -2.9302
N: 0.5686 0.5521 -3.8110
O: 1.7398 0.4095 -3.3465
O: 0.0711 -0.1607 -4.6160
O: -0.0224 1.5794 -3.3349
N: 2.2710 -1.8983 3.1635
O: 2.0594 -2.1803 1.9185
O: 1.2264 -1.4490 3.7030
O: 3.3054 -2.0871 3.7066
N: 0.6179 0.0112 0.2065
O: 0.4345 0.2634 1.4130
O: 0.3639 -1.1790 -0.1068
O: 1.0736 0.7942 -0.5875
N: 0.8687 -4.6184 1.3954
C: 0.2256 -3.9854 0.3578
C: -1.0372 -3.6419 0.8113
C: -1.0769 -3.8957 2.2068
C: 0.1926 -4.3626 2.5482
H: 1.8015 -4.9816 1.2765
H: 0.5753 -3.9535 -0.6596
H: -1.8816 -3.2962 0.2393
H: -1.9160 -3.8368 2.8795
H: 0.4334 -4.8330 3.4891
N: -2.6354 3.2293 -1.5459
C: -2.6449 1.9071 -1.8987
C: -2.3799 1.1869 -0.7592
C: -2.1119 2.1133 0.2863
C: -2.3343 3.3703 -0.2172
H: -2.8519 3.9730 -2.1844
H: -2.8000 1.6358 -2.9276
H: -2.3828 0.1137 -0.6654
H: -1.7799 1.8750 1.2837
H: -2.0597 4.3412 0.1626

Values from the calculation:
HOMO-LUMO gap (spin up / spin down): 5.49 / 6.48 eV
2S+1: 7
HOMO (spin up / spin down): -8.24 / -8.24 eV
lowest unoccupied orbital energy (spin up / spin down): -2.756 / -1.768 eV
⟨S²⟩: 12.0753

DFT (ωB97M-V with the def2-TZVPD basis set) results for 14 unconnected molecules or ions with the total composition C4H37NO14.

Positions of all 56 atoms, in Å:
C: 1.0354 -1.3567 -0.5744
N: 1.3166 -0.8052 -1.9330
C: -0.0078 -1.0808 -2.7764
O: -0.9467 -0.1579 -2.3044
C: 2.1513 -0.8178 0.3661
C: 1.5910 0.2361 1.3143
H: 1.1114 -2.5348 -0.6866
H: 0.0826 -1.2451 -0.1124
H: 1.4665 0.2871 -1.8433
H: 0.3051 -0.6286 -3.7038
H: -0.3721 -2.0959 -2.7428
H: -0.7164 0.7621 -2.3052
H: 2.4539 -1.7421 1.0178
H: 3.1098 -0.5020 -0.0848
H: 0.8341 -0.0432 2.0793
H: 1.2355 1.1774 0.8140
H: 2.3401 0.5269 2.0826
H: 2.7734 2.2837 0.0429
H: 1.5002 2.3549 -0.9344
O: 1.9030 2.6685 -0.1704
H: -1.9399 0.0000 3.6658
H: -1.3360 1.4464 3.5888
O: -1.4400 0.6281 4.1438
H: -3.9047 -2.1646 -0.8335
H: -2.9988 -2.2647 -1.9506
O: -3.7168 -1.7155 -1.6123
H: -0.4125 -0.7219 4.2462
H: 0.8547 -1.0982 4.7686
O: 0.2280 -1.3698 3.9708
H: -1.7557 2.8774 1.8325
H: -0.6225 3.5873 2.5583
O: -1.0438 2.8679 2.6092
H: -1.7478 0.1156 -0.6218
H: -3.2999 -0.0607 -0.3301
O: -2.5230 0.3564 0.0538
H: 1.1698 2.3237 -3.9461
H: -0.0300 2.7564 -3.0050
O: 0.7071 2.1035 -3.1686
H: 4.2045 -2.4092 -2.2823
H: 2.8550 -2.4182 -1.8253
O: 3.7560 -2.8578 -1.7169
H: -2.6797 2.1372 0.1608
H: -3.2954 3.4808 0.4715
O: -2.4901 3.0652 0.3617
H: -0.6690 -3.0603 -0.0912
H: -1.7368 -2.3448 0.7959
O: -1.3718 -2.4408 -0.0649
H: -0.8541 -1.3320 2.4947
H: -1.7450 -0.5701 1.3917
O: -1.7911 -1.2146 2.1258
H: -0.3323 4.4466 -2.1745
H: -1.4316 3.4334 -1.7039
O: -1.0263 3.8372 -2.4917
H: 4.2162 -2.9400 0.0052
H: 4.0305 -2.6932 1.5829
O: 4.6933 -2.9422 0.9057

Values from the calculation:
energy above the lowest of the compared OMol25 structures with the same formula, charge and spin: 584.92 kJ/mol
HOMO-LUMO gap: 9.40 eV
HOMO: -9.48 eV
lowest unoccupied orbital energy: -0.073 eV

DFT (ωB97M-V with the def2-TZVPD basis set) results for 9 unconnected molecules or ions with the total composition C15H48N4O9.

Positions of all 76 atoms, in Å:
N: 3.0752 1.4489 1.6881
C: 3.8312 1.5819 0.6241
N: 4.8722 0.7479 0.5011
O: 3.5852 2.5819 -0.3039
H: 2.5602 2.2889 1.9851
H: 3.0562 0.7509 2.3781
H: 4.9392 0.4339 -0.5179
H: 5.0692 -0.0361 1.1551
N: 1.2902 -1.7601 1.3201
C: 2.1042 -1.8291 2.2621
N: 2.7902 -2.9321 2.0811
O: 2.3792 -0.8401 3.2931
H: 0.8262 -0.9011 1.1711
H: 1.1152 -2.5411 0.6261
H: 3.5082 -3.1541 2.8081
H: 2.2652 -3.8141 1.8791
C: -2.6648 -1.0491 2.2551
C: -3.4928 -1.3971 1.0561
O: -3.9998 -0.1871 0.4671
H: -2.2538 -2.0471 2.6061
H: -3.1378 -0.4141 2.9571
H: -1.7908 -0.5021 1.9191
H: -4.4148 -1.9821 1.3321
H: -2.9558 -1.9421 0.2791
H: -4.1808 -0.4261 -0.4649
C: 3.0112 -0.8831 -1.8699
C: 4.2012 -1.6361 -2.3829
O: 5.4352 -1.0481 -2.0039
H: 3.2102 0.1739 -1.9419
H: 2.7902 -1.0911 -0.8099
H: 2.1182 -1.2081 -2.5279
H: 4.1062 -1.6311 -3.5029
H: 4.0582 -2.7091 -2.1099
H: 6.0842 -1.7091 -1.9469
C: -2.2448 3.9739 0.9801
C: -2.1108 2.6399 1.8091
O: -0.8028 2.5389 2.2931
H: -1.6658 4.1489 0.0681
H: -2.0178 4.8139 1.5961
H: -3.3098 4.1799 0.8161
H: -2.4128 1.7289 1.3671
H: -2.7708 2.7559 2.6801
H: -0.2898 1.7189 1.9881
C: -3.9028 -0.1451 -3.0409
C: -4.7108 -1.4561 -2.9419
O: -4.6408 -1.8381 -1.5809
H: -4.1578 0.5609 -2.3089
H: -4.0808 0.4069 -3.9929
H: -2.8748 -0.3281 -2.8959
H: -4.3418 -2.2321 -3.6249
H: -5.7428 -1.3021 -3.3389
H: -4.8928 -2.7811 -1.4409
C: -0.4008 -2.4761 -1.9979
C: -1.0668 -3.5561 -1.1169
O: -0.4678 -3.5361 0.1821
H: -1.1338 -1.8211 -2.5749
H: 0.3962 -2.8411 -2.6729
H: -0.0958 -1.7071 -1.3439
H: -0.9628 -4.5331 -1.6429
H: -2.1268 -3.2801 -1.0769
H: -0.9038 -4.2361 0.6681
C: -0.9818 1.3659 -1.0739
C: 0.5092 1.3379 -0.6739
O: 0.6132 0.9899 0.7031
H: -1.4288 0.5179 -0.4659
H: -1.1108 1.1379 -2.1109
H: -1.5498 2.2829 -0.8129
H: 0.9852 2.3229 -0.6849
H: 1.0162 0.6729 -1.4009
H: 1.5532 1.0459 0.9111
C: 1.9012 4.5539 1.7711
O: 1.9752 3.6699 2.9241
H: 2.8482 4.6749 1.3831
H: 1.6032 5.5629 2.0911
H: 1.2692 4.2629 0.9001
H: 1.1362 3.8639 3.4211

Values from the calculation:
energy above the lowest of the compared OMol25 structures with the same formula, charge and spin: 102.91 kJ/mol
SMILES: NC(N)=O.NC(N)=O.CCO.CCO.CCO.CCO.CCO.CCO.CO
HOMO-LUMO gap: 8.67 eV
HOMO: -8.74 eV
lowest unoccupied orbital energy: -0.069 eV

Strongest force on any atom (eV/A)
1.66 2.50 3.07 11.44 9.00